Record 1
{"formula": "C4H6N2O2S2", "method": "ωB97M-V/def2-TZVPD", "e_lumo_ev": [-0.722, -0.722], "gap_ha": [0.29607, 0.29609], "relative_energy_kj_mol": 469.8, "multiplicity": 1, "energy_ha": -1212.206496, "species": ["C", "C", "C", "C", "N", "N", "O", "O", "S", "S", "H", "H", "H", "H", "H", "H"], "xyz": [[0.8986, 0.4498, -1.2240], [2.1971, -0.7825, 0.6423], [0.2460, 0.6404, -0.0228], [-1.2307, 0.2144, 0.1027], [2.2342, 0.5735, -1.3815], [2.2887, -1.9338, 0.5746], [4.4554, 0.6128, -0.2507], [2.6490, 1.8143, 0.8731], [-2.4494, 1.5825, 0.1718], [3.0803, 0.7996, -0.0678], [0.4703, 0.1853, -2.1543], [0.6827, 1.1576, 0.7525], [-1.2445, -0.5523, 0.9672], [-1.2740, -0.5436, -0.7046], [2.0635, -2.8664, 0.2050], [-1.5968, 2.5918, 0.6208]]}


Record 2
{"formula": "C4H6N2O5", "method": "ωB97M-V/def2-TZVPD", "e_lumo_ev": 6.526, "gap_ha": 0.22563, "relative_energy_kj_mol": 437.0, "charge": -2, "multiplicity": 1, "energy_ha": -641.484221, "species": ["C", "C", "C", "C", "N", "N", "O", "O", "O", "O", "O", "H", "H", "H", "H", "H", "H"], "xyz": [[2.6218, 0.1118, 1.6649], [-0.6083, -0.7399, -0.2875], [1.6302, -0.1280, 0.4489], [0.1923, -0.1651, 0.8978], [2.1498, -0.8128, -0.4537], [1.8628, -1.7748, -1.2918], [2.4396, -0.8368, 2.4830], [2.1933, -1.7132, -2.4952], [3.4708, 1.0353, 1.6932], [1.2681, -2.8335, -0.8819], [-0.3531, 0.9879, 1.4279], [-0.2216, -1.6396, -0.6340], [-0.4939, -0.0875, -1.1156], [-1.6329, -0.8296, 0.1244], [1.0512, 1.4898, -0.7416], [0.4370, -0.7915, 1.8354], [-0.3429, 1.6410, 0.6390]]}


Record 3
{"formula": "C4H6N2OS", "method": "ωB97M-V/def2-TZVPD", "smiles": "C=C(NC=O)NC=S", "e_lumo_ev": 0.068, "gap_ha": 0.32343, "relative_energy_kj_mol": 153.2, "multiplicity": 1, "energy_ha": -738.946313, "species": ["C", "C", "C", "C", "H", "H", "H", "H", "H", "H", "N", "N", "O", "S"], "xyz": [[-1.0985, -0.8813, 1.1354], [-0.3786, -0.1935, 0.2459], [-0.6727, 1.3583, -1.7461], [1.8764, -0.7896, 0.9969], [-2.2098, -0.8296, 1.1086], [-0.6033, -1.4652, 1.9079], [-2.0686, 0.5209, -0.6294], [-1.5561, 1.7627, -2.2688], [1.4085, 0.4425, -0.5567], [2.9475, -0.6181, 0.7268], [-1.0766, 0.5821, -0.7276], [1.0096, -0.1430, 0.1648], [1.5832, -1.5134, 1.9261], [0.8389, 1.7672, -2.2839]]}


Record 4
{"formula": "C4H6N2OS", "method": "ωB97M-V/def2-TZVPD", "smiles": "C[C@H]1OC=NN=CS1", "e_lumo_ev": 0.317, "gap_ha": 0.34900, "relative_energy_kj_mol": 483.6, "multiplicity": 1, "energy_ha": -738.820474, "species": ["C", "C", "C", "C", "H", "H", "H", "H", "H", "H", "N", "N", "O", "S"], "xyz": [[-1.0983, -1.0470, 0.5822], [0.2852, -1.0266, 0.0490], [0.1871, 0.7395, -1.7102], [1.1558, 1.2479, 1.0709], [-1.5286, -0.0729, 0.9455], [-1.8128, -1.2075, -0.3702], [-1.4622, -1.7586, 1.3880], [0.3385, -2.1991, -0.1504], [0.0471, 0.6351, -2.7568], [1.1407, 1.7766, 1.9895], [0.0953, 1.8413, -1.0867], [0.4052, 2.0048, 0.2949], [0.5185, -0.5813, -1.3514], [1.7286, -0.3522, 1.1059]]}


Record 5
{"formula": "C4H6N2OS", "method": "ωB97M-V/def2-TZVPD", "smiles": "O[C@@H]1[C@@H]2N=CN(S)[C@H]12", "e_lumo_ev": 0.392, "gap_ha": 0.33200, "relative_energy_kj_mol": 564.1, "multiplicity": 1, "energy_ha": -738.789826, "species": ["C", "C", "C", "C", "H", "H", "H", "H", "H", "H", "N", "N", "O", "S"], "xyz": [[-0.2533, 0.3796, -1.3411], [1.0253, 0.1613, -0.7193], [0.5433, -0.9763, 1.2315], [0.0137, 0.9511, 0.0481], [-0.5532, -1.2993, -2.1234], [0.0600, 1.1473, -2.1949], [2.0139, 0.4710, -1.2784], [0.2947, -1.9861, 1.7385], [-0.9341, 0.6205, 3.1623], [-0.3134, 2.0865, 0.0402], [1.3469, -0.9939, 0.1934], [-0.3389, 0.0430, 1.1420], [-1.2206, -0.6582, -1.8668], [-1.6843, 0.0536, 1.9678]]}


Record 6
{"formula": "C4H6N2OS", "method": "ωB97M-V/def2-TZVPD", "smiles": "C=C(NC=O)NC=S", "e_lumo_ev": -0.145, "gap_ha": 0.30776, "relative_energy_kj_mol": 270.6, "multiplicity": 1, "energy_ha": -738.901618, "species": ["C", "C", "C", "C", "H", "H", "H", "H", "H", "H", "N", "N", "O", "S"], "xyz": [[-1.6519, -1.3343, 0.6972], [-0.6772, -0.5317, 0.1864], [0.9233, -0.6320, -1.8330], [-0.6802, 1.0550, 2.0056], [-1.8892, -2.1361, 0.0001], [-2.3337, -1.0142, 1.5380], [-0.6207, -1.6928, -1.4500], [0.7659, -1.1679, -2.8886], [0.9584, 0.7514, 0.6885], [0.0401, 1.9169, 2.3736], [-0.1866, -0.9294, -1.0702], [-0.1215, 0.5128, 0.8571], [-1.8304, 0.7829, 2.3937], [2.0247, 0.5409, -1.5161]]}


Record 7
{"formula": "C4H6N2OS", "method": "ωB97M-V/def2-TZVPD", "smiles": "N=[S@]1(=O)CC=CC=N1", "e_lumo_ev": [-1.054, -1.054], "gap_ha": [0.28650, 0.28652], "relative_energy_kj_mol": 544.6, "multiplicity": 1, "energy_ha": -738.797247, "species": ["C", "C", "C", "C", "N", "N", "O", "S", "H", "H", "H", "H", "H", "H"], "xyz": [[0.2086, 1.5568, 0.5919], [-0.9078, 1.2044, -0.1451], [1.2784, 0.6998, 0.9299], [-0.8293, 0.1073, -1.1368], [1.4343, -0.5460, 0.6685], [0.2716, -2.7346, -0.4905], [-0.8117, -1.2894, 1.3160], [0.0980, -1.3994, 0.1820], [0.0953, 2.3901, 1.1468], [-1.8213, 1.8269, 0.0110], [1.9331, 1.0443, 1.6293], [-1.8101, -0.3578, -1.4591], [-0.0835, 0.3221, -1.9512], [0.9444, -2.8247, -1.2928]]}


Record 8
{"formula": "C4H6N2OS", "method": "ωB97M-V/def2-TZVPD", "smiles": "CN(C=O)/N=C\\C=S", "e_lumo_ev": -0.694, "gap_ha": 0.30545, "relative_energy_kj_mol": 387.6, "multiplicity": 1, "energy_ha": -738.857059, "species": ["C", "C", "C", "C", "H", "H", "H", "H", "H", "H", "N", "N", "O", "S"], "xyz": [[-1.7019, -1.0767, -0.4877], [-0.5416, 1.0050, -0.7352], [1.0887, 0.0606, 1.3397], [2.0629, 0.4959, 0.3304], [-2.4786, -0.4725, -1.1527], [-1.2121, -2.0222, -0.9955], [-2.1925, -1.2792, 0.4859], [-1.0561, 0.8931, -1.7334], [1.4324, 0.0353, 2.3612], [2.4766, 1.4381, 0.5409], [-0.6306, -0.1476, -0.0900], [-0.0927, -0.3625, 1.2127], [0.1681, 1.9909, -0.3375], [2.6776, -0.5582, -0.7388]]}